## P
A structure of composition C46H33AsBrN2O3PPdS2. Source: OMol25; level of theory: the ωB97M-V functional and the def2-TZVPD basis.

Values from the calculation:
- HOMO: -0.263 Eh
- LUMO level: -0.788 eV

The geometry in XYZ format:
```
90
C46H33AsBrN2O3PPdS2 the ωB97M-V functional and the def2-TZVPD basis
Pd -0.618 0.793 0.032
Br -5.351 3.667 -4.692
As 0.923 1.132 1.819
S 0.250 2.512 -2.694
S -1.624 2.698 1.146
P 0.320 -1.223 -0.842
O 0.467 0.885 -2.949
O -2.106 0.439 -1.690
O -3.111 0.281 0.292
N 0.167 2.773 -1.296
N -6.457 2.327 -0.966
C 3.191 -3.642 0.898
C 2.041 -0.126 2.765
C 0.160 -1.907 -2.553
C -0.660 -3.399 -4.782
C 4.268 -2.109 -0.603
C 4.345 -3.160 0.301
C -0.128 -4.029 -3.703
C -1.024 -2.153 0.003
C 3.036 -1.546 -0.897
C -1.286 -1.349 -5.979
C -2.125 -2.632 -0.697
C 0.469 2.069 4.561
C -6.418 2.913 -2.163
C -0.257 -1.219 -3.744
C -4.239 2.044 -2.628
C -0.750 0.786 -5.027
C 1.954 -3.080 0.603
C 0.040 2.041 3.238
C 2.934 2.160 0.029
C -1.827 3.423 3.779
C 1.445 -0.967 3.703
C 3.824 3.096 -0.476
C 3.580 -1.962 4.177
C -3.208 -3.243 1.365
C -0.735 -1.986 -4.837
C 2.213 -1.880 4.410
C -0.256 2.778 5.502
C -1.103 2.702 2.817
C 3.243 4.600 1.308
C 2.209 2.433 1.186
C -5.398 1.607 -0.592
C 0.258 -3.274 -2.578
C -3.096 0.644 -0.880
C 4.172 -1.134 3.234
C -2.114 -2.761 2.072
C -1.408 3.453 5.097
C -4.275 1.430 -1.387
C 3.975 4.321 0.163
C -5.331 2.795 -3.012
C 2.362 3.656 1.824
C -0.209 0.190 -3.929
C -3.211 -3.173 -0.018
C -1.039 -2.216 1.394
C 3.405 -0.221 2.521
C -1.323 0.005 -6.054
C 1.866 -2.025 -0.298
H -0.048 -5.108 -3.677
H 3.880 0.431 1.801
H 1.787 3.877 2.714
H 4.184 -2.665 4.737
H -0.728 1.863 -5.134
H 4.390 2.878 -1.374
H 5.163 -1.731 -1.081
H 3.352 5.557 1.802
H 1.745 -2.518 5.150
H 2.788 1.219 -0.485
H -4.067 -3.527 -0.578
H -3.370 1.923 -3.262
H 0.070 2.807 6.533
H 0.585 -3.799 -1.689
H 4.660 5.059 -0.235
H 5.238 -1.192 3.053
H -2.107 -2.794 3.155
H -1.988 4.009 5.824
H 1.375 1.551 4.853
H -1.024 -3.969 -5.630
H -2.164 -2.557 -1.775
H -5.429 1.147 0.387
H 1.063 -3.485 1.059
H -1.669 -1.961 -6.787
H -0.198 -1.839 1.957
H -1.757 0.498 -6.914
H -7.283 3.498 -2.455
H 0.384 -0.882 3.912
H 3.246 -4.470 1.593
H 2.973 -0.747 -1.629
H -2.724 3.949 3.473
H 5.305 -3.602 0.539
H -4.058 -3.657 1.892
```



## Q
A structure of composition C46H33AsBrN2O3PPdS2. Source: OMol25; level of theory: the ωB97M-V functional and the def2-TZVPD basis.

Values from the calculation:
- HOMO: -0.276 Eh
- LUMO level: 0.231 eV

The geometry in XYZ format:
```
90
C46H33AsBrN2O3PPdS2 the ωB97M-V functional and the def2-TZVPD basis
Pd 1.173 -0.716 -0.310
Br 1.144 7.083 0.998
As -2.685 0.139 -1.841
S 0.408 -0.476 -2.598
S -1.746 -0.381 0.952
P 2.097 -1.399 1.585
O -0.811 -1.366 0.343
O -0.182 1.964 -0.406
O -0.659 0.904 1.516
N -2.656 0.330 -0.078
N -0.022 4.271 3.754
C 2.072 -3.203 1.779
C 1.697 -5.379 0.813
C -2.427 2.943 -2.107
C -2.102 -1.564 -2.490
C 1.425 -0.782 3.153
C -5.066 0.343 -3.422
C 2.454 -5.190 3.089
C 5.308 0.451 0.081
C -1.690 1.705 -4.048
C 0.379 5.382 3.145
C -1.443 2.898 -4.709
C -2.178 1.740 -2.750
C -0.354 -0.799 4.776
C 4.485 1.458 -1.937
C -1.675 4.108 -4.069
C -6.427 0.292 -3.671
C 0.183 0.331 5.380
C 0.264 -1.356 3.668
C 4.800 -1.049 2.406
C -0.742 -1.787 -2.731
C -4.588 0.114 -2.134
C 1.957 0.353 3.757
C 5.516 1.248 -1.070
C 2.445 -3.809 2.978
C 2.964 0.061 -0.651
C 3.808 -0.856 1.483
C -2.655 -3.841 -3.005
C -6.836 -0.204 -1.353
C 0.577 5.456 1.773
C -0.305 1.963 0.791
C 3.215 0.867 -1.731
C -5.470 -0.157 -1.098
C 4.030 -0.121 0.292
C -0.243 3.194 3.003
C 1.341 0.903 4.872
C 1.694 -3.995 0.699
C -0.371 -3.073 -3.141
C -1.308 -4.081 -3.266
C -3.054 -2.574 -2.622
C 0.362 4.341 0.992
C -0.062 3.181 1.626
C -7.312 0.018 -2.636
C 6.320 0.224 1.043
C 2.081 -5.975 2.005
C 6.080 -0.509 2.173
C -2.165 4.132 -2.772
H 2.443 1.061 -2.464
H 1.759 1.788 5.336
H -4.380 0.570 -4.231
H 0.675 -3.257 -3.354
H -0.160 -2.234 3.195
H 6.869 -0.667 2.897
H -0.991 -5.069 -3.578
H 6.490 1.691 -1.241
H -3.384 -4.634 -3.108
H -0.301 0.766 6.245
H 0.514 4.345 -0.080
H 2.747 -5.654 4.021
H 4.633 2.082 -2.810
H -6.798 0.472 -4.672
H -8.376 -0.019 -2.832
H 2.714 -3.199 3.833
H -0.572 2.298 3.513
H -4.100 -2.372 -2.426
H -1.472 0.759 -4.529
H 4.607 -1.604 3.317
H -1.258 -1.247 5.169
H 7.300 0.654 0.874
H -7.525 -0.410 -0.545
H -2.343 5.076 -2.273
H 1.396 -5.988 -0.029
H 2.084 -7.054 2.094
H 2.854 0.810 3.355
H -5.084 -0.316 -0.100
H -1.054 2.882 -5.719
H 0.550 6.252 3.769
H -2.803 2.950 -1.091
H -1.468 5.037 -4.585
H 1.391 -3.524 -0.228
```



Here are the energies relative to the best structure, in kJ/mol: P 126.9; Q 0.0.



## P
A structure of composition C8H11NO2. Source: OMol25; level of theory: the ωB97M-V functional and the def2-TZVPD basis.

Values from the calculation:
- HOMO: -0.308 Eh
- LUMO level: 0.394 eV

The geometry in XYZ format:
```
22
C8H11NO2 the ωB97M-V functional and the def2-TZVPD basis
O 2.830 -0.989 -0.048
O 2.393 1.270 0.230
N -0.995 -0.237 -0.041
C -2.361 0.017 -0.464
C -0.647 -1.483 -0.181
C -0.373 2.359 -0.233
C -3.302 -0.310 0.618
C -0.077 0.906 0.050
C 0.652 -1.813 -0.010
C 1.216 0.583 0.203
C 1.657 -0.796 -0.095
H -2.655 -0.716 -1.232
H 0.778 -2.890 -0.396
H 2.939 0.172 0.753
H -4.280 0.025 0.145
H -0.650 2.978 -1.314
H -3.052 0.027 1.860
H -1.463 -2.192 -0.380
H -3.382 -1.727 0.444
H -2.538 1.062 -0.693
H 0.430 2.976 0.156
H -1.533 2.904 0.158
```



## Q
A cluster of 2 separate species, C8H11NO2 in total. Source: OMol25; level of theory: the ωB97M-V functional and the def2-TZVPD basis.

Values from the calculation:
- Structure (SMILES): C#CC(=C)OC.N/C=C/C=O
- HOMO: -0.290 Eh
- LUMO level: 0.762 eV

The geometry in XYZ format:
```
22
C8H11NO2 the ωB97M-V functional and the def2-TZVPD basis
O 3.369 0.562 -0.576
O -0.900 0.068 0.776
N -4.952 -0.149 -0.087
C -1.268 0.202 -0.365
C 1.885 -0.631 0.908
C 2.814 -0.620 -0.198
C 3.135 -1.745 -0.846
C 1.112 -0.643 1.836
C 3.005 1.730 0.137
C -3.619 -0.066 0.121
C -2.661 0.150 -0.805
H 3.563 2.550 -0.334
H 3.278 1.658 1.200
H 0.436 -0.660 2.643
H 3.835 -1.713 -1.672
H -0.518 0.382 -1.189
H -3.309 -0.197 1.155
H -2.890 0.280 -1.863
H 1.922 1.923 0.060
H -5.606 -0.315 0.668
H -5.342 -0.050 -1.010
H 2.709 -2.713 -0.559
```



Here are the energies relative to the best structure, in kJ/mol: P 248.5; Q 0.0.



## P
The molecule C3H5NO2S2. Source: OMol25; level of theory: the ωB97M-V functional and the def2-TZVPD basis.

Values from the calculation:
- Structure (SMILES): OC1(O)C=C(S)SN1
- HOMO (spin up / spin down): -0.287 / -0.287 Eh
- LUMO level (spin up / spin down): -0.146 / -0.147 eV

The geometry in XYZ format:
```
13
C3H5NO2S2 the ωB97M-V functional and the def2-TZVPD basis
S 1.445 1.226 -0.645
S 2.570 1.161 2.038
O -2.159 0.162 -0.293
O -0.593 -1.455 -0.820
N -0.166 0.769 -1.099
C -0.783 -0.123 -0.192
C -0.180 -0.028 1.202
C 1.389 0.698 0.940
H -0.092 -0.776 1.863
H -2.748 -0.268 0.349
H -0.313 0.450 -2.035
H -0.929 -1.531 -1.700
H 3.393 1.188 0.956
```



## Q
The molecule C3H5NO2S2. Source: OMol25; level of theory: the ωB97M-V functional and the def2-TZVPD basis.

Values from the calculation:
- Structure (SMILES): CS/C(S)=C/[N+](=O)[O-]
- HOMO: -0.336 Eh
- LUMO level: -0.489 eV

The geometry in XYZ format:
```
13
C3H5NO2S2 the ωB97M-V functional and the def2-TZVPD basis
S -1.005 -1.277 0.371
S 1.379 0.385 -0.695
O -3.083 2.383 0.295
O -3.014 0.305 0.730
N -2.482 1.329 0.287
C -1.094 1.350 -0.083
C -0.273 0.215 -0.029
C 2.322 -1.096 -0.216
H 3.289 -0.543 -0.323
H 0.120 -1.890 0.383
H 2.523 -1.942 -0.978
H 2.179 -1.514 0.695
H -0.861 2.293 -0.437
```



Here are the energies relative to the best structure, in kJ/mol: P 0.0; Q 12.8.



## P
The molecule C10H16O2S. Source: OMol25; level of theory: the ωB97M-V functional and the def2-TZVPD basis.

Values from the calculation:
- HOMO: -0.301 Eh
- LUMO level: 0.384 eV

The geometry in XYZ format:
```
29
C10H16O2S the ωB97M-V functional and the def2-TZVPD basis
S 1.868 -1.393 1.784
O -1.573 -2.592 0.730
O 0.614 1.846 3.099
C 2.625 -0.946 0.204
C 1.101 1.400 1.858
C 0.662 -2.580 1.535
C -1.771 0.199 -1.080
C 1.853 -1.408 -0.997
C -0.497 -2.114 1.049
C -3.213 0.222 -1.567
C -0.460 -0.476 0.963
C 0.647 -0.010 1.537
C -1.535 0.360 0.371
H -0.219 1.322 3.392
H 3.549 -1.353 0.234
H 1.696 -2.496 -0.870
H -2.460 0.019 0.960
H -3.785 1.142 -1.375
H 2.762 0.097 0.372
H -1.475 -0.761 -1.309
H -3.636 -0.492 -0.837
H -3.253 0.062 -2.693
H 2.212 1.625 1.737
H -1.312 1.426 0.479
H 0.904 -3.653 1.766
H 2.307 -1.226 -1.936
H 0.856 2.085 1.029
H -1.213 0.936 -1.610
H 0.814 -1.093 -0.923
```



## Q
The molecule C10H16O2S. Source: OMol25; level of theory: the ωB97M-V functional and the def2-TZVPD basis.

Values from the calculation:
- Structure (SMILES): C=[S@@](=O)(C(C)C)[C@H]1C=CC(=O)CC1
- HOMO: -0.301 Eh
- LUMO level: 0.074 eV

The geometry in XYZ format:
```
29
C10H16O2S the ωB97M-V functional and the def2-TZVPD basis
S 0.519 0.725 -0.150
O -4.506 -0.318 -0.870
O -0.156 1.049 -1.398
C 1.888 -0.507 -0.495
C 2.511 0.066 -1.761
C 0.967 2.183 0.642
C -3.424 -0.251 -0.297
C 2.769 -0.707 0.691
C -2.354 -1.245 -0.500
C -0.758 0.040 1.031
C -3.028 0.926 0.437
C -1.341 -1.365 0.673
C -1.784 1.146 0.951
H 2.342 -0.120 1.524
H 3.291 -0.569 -2.216
H -3.728 1.762 0.321
H -0.684 -2.130 0.522
H -1.783 -0.979 -1.501
H 1.638 0.031 -2.463
H 1.296 -1.499 -0.727
H 2.925 -1.641 0.946
H -2.837 -2.231 -0.767
H -1.461 2.087 1.312
H 3.803 -0.327 0.539
H 1.455 1.994 1.584
H 1.581 2.497 -0.114
H 3.041 0.971 -1.484
H -0.375 0.058 2.038
H -1.807 -1.645 1.535
```



Here are the energies relative to the best structure, in kJ/mol: P 0.0; Q 98.8.